Record 1
Below is a molecular structure, C19H19N7O3PSTc, with properties calculated with wB97M-V/def2-TZVPD.

Geometry as ORCA input:
```
! wB97M-V def2-TZVPD RIJCOSX def2/J DEFGRID3
* xyz 3 2
Tc 0.00 -0.58 -0.10
C 0.02 4.91 -0.46
N -0.41 3.52 -0.67
C -1.48 3.14 -1.44
C -1.55 1.78 -1.39
N -0.52 1.34 -0.59
C 0.16 2.42 -0.16
P 1.61 2.35 0.94
C 2.51 1.09 -0.04
N 1.94 -0.04 -0.50
C 2.91 -0.75 -1.17
C 4.06 -0.04 -1.12
N 3.79 1.11 -0.40
C 4.80 2.13 -0.09
C 0.84 1.17 2.12
N 0.17 0.04 1.76
C -0.29 -0.57 2.91
C 0.10 0.18 3.96
N 0.80 1.26 3.45
C 1.40 2.31 4.29
H -0.74 5.56 -0.89
H 0.97 5.08 -0.96
H 0.10 5.12 0.60
H -2.10 3.85 -1.95
H -2.26 1.11 -1.85
H 2.72 -1.70 -1.64
H 5.04 -0.24 -1.52
H 5.58 1.69 0.53
H 4.33 2.96 0.43
H 5.24 2.49 -1.02
H -0.87 -1.49 2.89
H -0.06 0.06 5.02
H 0.60 2.79 4.86
H 1.89 3.04 3.66
H 2.12 1.85 4.96
O -4.05 -1.46 0.37
S -3.38 -1.55 -0.87
O -3.62 -0.65 -1.95
N -1.68 -1.45 -0.52
C -1.04 -2.62 -0.87
O 0.23 -2.54 -0.68
C -1.87 -3.65 -1.38
C -1.53 -4.94 -1.79
C -2.54 -5.77 -2.24
C -3.86 -5.32 -2.29
C -4.22 -4.03 -1.88
C -3.21 -3.22 -1.44
H -0.50 -5.28 -1.75
H -2.31 -6.77 -2.57
H -4.63 -5.98 -2.65
H -5.25 -3.70 -1.92
*
```

Properties
frontier orbital gap (alpha / beta): 6.1 / 6.5 eV
highest occupied orbital energy (alpha / beta): -18.21 / -18.23 eV
LUMO (alpha / beta): -12.151 / -11.737 eV

Atomic partial charges in e from the Löwdin method, atoms 1 to 8:
1. Tc 1.74
2. C 0.03
3. N -0.08
4. C 0.03
5. C -0.03
6. N -0.11
7. C -0.43
8. P 1.23

Record 2
Below is a molecular structure, C19H19N7PSn, with properties calculated with wB97M-V/def2-TZVPD.

Geometry as ORCA input:
```
! wB97M-V def2-TZVPD RIJCOSX def2/J DEFGRID3
* xyz 1 1
Sn -1.47 -1.20 -0.36
C -0.43 3.86 -2.65
N -1.18 2.90 -1.86
C -2.53 2.95 -1.57
C -2.81 1.83 -0.83
N -1.66 1.11 -0.69
C -0.67 1.78 -1.29
P 1.10 1.41 -1.29
C 1.15 0.71 0.40
N 0.41 -0.30 0.82
C 0.79 -0.54 2.13
C 1.77 0.35 2.47
N 1.98 1.14 1.36
C 2.91 2.27 1.29
C 1.27 -0.13 -2.22
N 0.70 -1.28 -1.93
C 1.24 -2.19 -2.80
C 2.11 -1.57 -3.63
N 2.11 -0.24 -3.27
C 2.91 0.81 -3.88
H -1.05 4.70 -2.85
H -0.11 3.41 -3.60
H 0.43 4.20 -2.12
H -3.19 3.76 -1.91
H -3.75 1.48 -0.43
H 0.34 -1.33 2.68
H 2.32 0.43 3.38
H 2.94 2.77 2.25
H 2.56 3.00 0.56
H 3.88 1.88 0.99
H 1.02 -3.24 -2.79
H 2.67 -1.97 -4.44
H 3.24 0.48 -4.87
H 3.76 1.06 -3.27
H 2.34 1.72 -3.98
N -3.02 -5.11 5.90
C -2.65 -4.36 5.11
C -2.29 -3.45 4.04
C -1.84 -4.01 2.85
C -1.71 -3.19 1.73
C -1.99 -1.82 1.77
C -2.42 -1.31 2.99
C -2.58 -2.10 4.12
H -1.61 -5.05 2.79
H -1.41 -3.67 0.78
H -2.64 -0.26 3.06
H -2.94 -1.70 5.05
*
```

Properties
frontier orbital gap: 7.8 eV
highest occupied orbital energy: -10.53 eV
LUMO: -2.743 eV

Atomic partial charges in e from the natural (NBO) method, atoms 1 to 8:
1. Sn 1.25
2. C -0.41
3. N -0.31
4. C -0.05
5. C -0.06
6. N -0.55
7. C 0.07
8. P 0.75

Record 3
Below is a molecular structure, C19H19N8NaS2, with properties calculated with wB97M-V/def2-TZVPD.

Geometry as ORCA input:
```
! wB97M-V def2-TZVPD RIJCOSX def2/J DEFGRID3
* xyz 0 1
Na -1.43 -1.07 -1.35
C -2.81 -3.76 -5.64
S -4.05 -2.77 -4.75
C -3.32 -2.63 -3.16
S -3.98 -1.46 -2.15
N -2.41 -3.51 -2.86
N -1.54 -3.24 -1.91
C -0.98 -4.16 -1.22
C 0.03 -3.78 -0.26
C 0.66 -4.75 0.54
C 1.63 -4.36 1.43
C 1.95 -3.01 1.52
C 1.27 -2.12 0.71
N 0.33 -2.48 -0.15
H -3.15 -3.83 -6.67
H -2.74 -4.75 -5.20
H -1.85 -3.25 -5.59
H -1.25 -5.21 -1.30
H 0.37 -5.79 0.44
H 2.13 -5.09 2.06
H 2.71 -2.66 2.20
H 1.47 -1.06 0.74
C -2.03 1.92 0.32
C -0.84 1.98 -0.56
N -0.46 1.03 -1.37
C 0.67 1.47 -1.99
C 0.99 2.71 -1.52
N 0.02 3.03 -0.61
C -0.01 4.23 0.19
N 0.17 3.94 1.58
N -0.80 4.22 2.46
N -0.46 3.89 3.63
C 0.79 3.35 3.59
C 1.61 2.82 4.59
C 2.83 2.33 4.20
C 3.26 2.36 2.87
C 2.47 2.88 1.86
C 1.23 3.37 2.24
H -2.74 1.20 -0.09
H -2.52 2.89 0.39
H -1.76 1.61 1.33
H 1.17 0.86 -2.71
H 1.78 3.39 -1.76
H -0.98 4.74 0.11
H 0.79 4.89 -0.17
H 1.27 2.81 5.61
H 3.49 1.90 4.94
H 4.23 1.97 2.62
H 2.80 2.90 0.84
*
```

Properties
frontier orbital gap: 7.1 eV
highest occupied orbital energy: -7.12 eV
LUMO: -0.002 eV

Atomic partial charges in e from the natural (NBO) method, atoms 1 to 8:
1. Na 0.87
2. C -0.74
3. S 0.28
4. C -0.09
5. S -0.39
6. N -0.43
7. N -0.25
8. C -0.04

Record 4
Below is a molecular structure, C19H19OS4TeV, with properties calculated with wB97M-V/def2-TZVPD.

Geometry as ORCA input:
```
! wB97M-V def2-TZVPD RIJCOSX def2/J DEFGRID3
* xyz 0 3
V -1.57 1.09 -0.49
C 0.80 -0.28 1.73
C 0.38 1.04 1.15
C 1.01 1.60 0.03
C 0.68 2.88 -0.41
C -0.31 3.62 0.23
C -0.99 3.05 1.30
C -0.65 1.77 1.75
H 0.01 -1.03 1.64
H 1.01 -0.16 2.79
H 1.68 -0.68 1.23
H 1.77 1.03 -0.48
H 1.18 3.28 -1.29
H -0.58 4.60 -0.14
H -1.81 3.58 1.77
H -1.19 1.34 2.59
O -5.02 5.90 1.30
C -4.56 4.92 0.80
S -4.75 3.28 1.49
C -3.87 2.44 0.23
C -3.35 3.19 -0.78
S -2.38 2.51 -2.07
S -3.62 4.92 -0.71
S -3.65 0.71 0.33
C 3.34 -4.23 0.85
C 2.36 -3.37 0.09
C 2.79 -2.46 -0.86
C 1.90 -1.68 -1.59
C 2.44 -0.77 -2.66
C 0.52 -1.80 -1.34
Te -0.87 -0.58 -2.41
C 0.06 -2.74 -0.41
C -1.40 -2.94 -0.11
C 0.99 -3.51 0.29
H 4.36 -3.88 0.71
H 3.29 -5.27 0.51
H 3.11 -4.23 1.92
H 3.85 -2.35 -1.05
H 3.53 -0.77 -2.65
H 2.09 0.26 -2.55
H 2.11 -1.09 -3.65
H -1.84 -2.06 0.37
H -1.54 -3.79 0.55
H -1.97 -3.09 -1.03
H 0.63 -4.24 1.01
*
```

Properties
frontier orbital gap (alpha / beta): 6.7 / 7.3 eV
highest occupied orbital energy (alpha / beta): -7.49 / -7.71 eV
LUMO (alpha / beta): -0.782 / -0.413 eV

Atomic partial charges in e from the natural (NBO) method, atoms 1 to 8:
1. V 0.57
2. C -0.65
3. C 0.00
4. C -0.25
5. C -0.17
6. C -0.18
7. C -0.21
8. C -0.28

Record 5
Below is a molecular structure, C19H20AsFN6O7S5Tc, with properties calculated with wB97M-V/def2-TZVPD.

Geometry as ORCA input:
```
! wB97M-V def2-TZVPD RIJCOSX def2/J DEFGRID3
* xyz 1 1
Tc 0.13 1.52 -0.57
N 2.92 1.32 -3.83
C 2.37 1.47 -2.62
S 0.85 2.39 -2.56
N 2.94 1.00 -1.56
N 2.17 1.28 -0.44
C 2.84 1.33 0.65
C 2.33 1.70 1.94
C 3.16 1.50 3.05
C 2.73 1.81 4.33
C 1.45 2.33 4.50
C 0.62 2.55 3.42
C 1.07 2.28 2.12
O 0.24 2.56 1.08
H 2.44 1.62 -4.66
H 3.74 0.74 -3.92
H 3.89 1.07 0.57
H 4.15 1.09 2.89
H 3.39 1.65 5.18
H 1.09 2.56 5.50
H -0.37 2.94 3.56
S -2.74 3.01 1.35
As -1.23 4.82 1.19
S -1.20 5.63 -0.64
S -2.33 1.58 -0.07
S -1.83 2.44 -1.74
O -1.84 -0.45 1.74
C -0.64 -0.67 1.56
O 0.21 0.01 0.91
C -0.03 -1.86 2.29
N -1.20 -2.58 2.93
C -1.01 -2.57 4.42
C -0.17 -1.32 4.64
C 0.83 -1.40 3.48
H 0.50 -2.49 1.58
H -1.39 -3.50 2.55
H -1.96 -1.93 2.65
H -0.46 -3.46 4.70
H -1.98 -2.57 4.91
H 0.31 -1.33 5.61
H -0.78 -0.42 4.55
H 1.60 -2.14 3.70
H 1.32 -0.46 3.25
F -4.61 -2.23 -5.65
C -3.34 -1.88 -5.48
C -2.70 -2.11 -4.33
N -1.37 -1.76 -4.15
C -0.71 -2.04 -2.88
C -1.07 -0.96 -1.88
O -2.20 -0.86 -1.44
O -0.06 -0.17 -1.64
C -0.65 -1.09 -5.12
O 0.49 -0.71 -4.96
N -1.35 -0.89 -6.29
C -2.66 -1.25 -6.61
O -3.14 -1.04 -7.69
H -3.20 -2.56 -3.49
H 0.36 -2.06 -3.06
H -1.06 -3.00 -2.51
H -0.83 -0.43 -7.03
*
```

Properties
frontier orbital gap: 6.5 eV
highest occupied orbital energy: -10.91 eV
LUMO: -4.445 eV

Atomic partial charges in e from the natural (NBO) method, atoms 1 to 8:
1. Tc 0.72
2. N -0.76
3. C 0.29
4. S 0.16
5. N -0.37
6. N -0.24
7. C 0.17
8. C -0.19

Record 6
Below is a molecular structure, C19H20BrFeN2O2SSe2, with properties calculated with wB97M-V/def2-TZVPD.

Geometry as ORCA input:
```
! wB97M-V def2-TZVPD RIJCOSX def2/J DEFGRID3
* xyz 0 6
Fe -0.44 -0.16 -0.47
O -2.81 -2.51 0.69
C -2.22 -3.46 1.56
C -0.71 -3.28 1.70
C -0.30 -4.45 2.63
O 1.08 -4.51 2.95
C -0.29 -2.01 2.45
Se -0.87 -0.21 1.88
C 0.07 -3.49 0.40
Se -0.24 -2.39 -1.20
H -3.76 -2.60 0.74
H -2.41 -4.47 1.19
H -2.66 -3.38 2.57
H -0.63 -5.40 2.18
H -0.81 -4.34 3.59
H 1.57 -4.76 2.16
H 0.80 -1.99 2.50
H -0.65 -2.07 3.47
H -0.10 -4.52 0.05
H 1.13 -3.39 0.61
S 0.86 1.46 -4.42
C -0.77 1.03 -4.68
C -1.36 0.55 -3.54
C -0.50 0.53 -2.41
C 0.75 1.00 -2.77
C 1.85 1.08 -1.82
C 3.12 1.59 -2.10
C 4.07 1.62 -1.09
C 3.74 1.15 0.17
C 2.47 0.66 0.38
N 1.56 0.62 -0.59
H -1.22 1.15 -5.66
H -2.39 0.22 -3.52
H 3.35 1.95 -3.09
H 5.06 2.01 -1.30
H 4.45 1.17 0.99
H 2.14 0.29 1.35
Br -1.06 5.13 3.13
C -1.12 4.43 1.38
C -1.34 5.27 0.29
C -1.37 4.69 -0.96
C -1.18 3.32 -1.08
N -0.97 2.52 -0.04
C -0.94 3.08 1.18
H -1.48 6.33 0.43
H -1.54 5.29 -1.85
H -1.20 2.84 -2.05
H -0.76 2.42 2.02
*
```

Properties
frontier orbital gap (alpha / beta): 7.4 / 7.2 eV
highest occupied orbital energy (alpha / beta): -7.28 / -7.81 eV
LUMO (alpha / beta): 0.158 / -0.651 eV

Atomic partial charges in e from the natural (NBO) method, atoms 1 to 8:
1. Fe 1.35
2. O -0.72
3. C -0.05
4. C -0.15
5. C -0.04
6. O -0.71
7. C -0.54
8. Se -0.31

Record 7
Below is C19H20BrN5O2S in the gas phase, with properties calculated with wB97M-V/def2-TZVPD.

Geometry as ORCA input:
```
! wB97M-V def2-TZVPD RIJCOSX def2/J DEFGRID3
* xyz 0 1
C -4.21 -1.92 -1.31
C -2.85 -1.92 -0.69
C -2.60 -2.39 0.57
C -1.29 -2.42 1.14
O -0.96 -2.79 2.25
N -0.31 -1.93 0.23
C -0.67 -1.46 -0.99
N -1.86 -1.43 -1.48
S 0.75 -0.90 -1.85
C 1.71 -1.39 -0.41
N 1.00 -1.88 0.54
N 3.04 -1.29 -0.39
C 3.81 -0.60 -1.40
H 3.18 -0.38 -2.26
C 4.48 0.64 -0.81
C 5.38 0.18 0.35
H 5.84 1.05 0.81
C 4.55 -0.57 1.39
C 3.81 -1.74 0.75
H 3.12 -2.20 1.46
H 4.52 -2.49 0.40
H 3.84 0.12 1.84
H 5.20 -0.95 2.18
H 6.18 -0.46 -0.04
H 5.09 1.11 -1.58
C 3.53 1.72 -0.28
O 3.82 2.42 0.66
N 2.37 1.87 -0.95
H 2.12 1.26 -1.71
C 1.33 2.77 -0.49
C 0.25 2.02 0.26
C -1.07 2.04 -0.18
C -2.04 1.37 0.54
C -1.72 0.65 1.68
C -0.40 0.61 2.10
C 0.57 1.29 1.40
H 1.60 1.28 1.74
H -0.14 0.03 2.98
H -2.49 0.13 2.23
Br -3.85 1.45 -0.04
H -1.34 2.59 -1.07
H 0.90 3.30 -1.34
H 1.81 3.48 0.19
H 4.60 -1.29 -1.74
H -3.40 -2.77 1.19
H -4.98 -1.91 -0.54
H -4.31 -1.07 -1.96
H -4.33 -2.83 -1.91
*
```

Properties
frontier orbital gap: 8.6 eV
SMILES string: Cc1cc(=O)n2nc(N3CCC[C@H](C(=O)NCc4cccc(Br)c4)C3)sc2n1
highest occupied orbital energy: -8.35 eV
LUMO: 0.247 eV

Atomic partial charges in e from the natural (NBO) method, atoms 1 to 8:
1. C -0.65
2. C 0.26
3. C -0.40
4. C 0.63
5. O -0.60
6. N -0.26
7. C 0.30
8. N -0.53

Record 8
Below is a molecular structure, C19H20Cl5InN2O10P2, with properties calculated with wB97M-V/def2-TZVPD.

Geometry as ORCA input:
```
! wB97M-V def2-TZVPD RIJCOSX def2/J DEFGRID3
* xyz 0 1
In 1.18 -1.35 0.31
O -1.44 -3.67 3.03
P -0.13 -2.92 2.53
O -0.47 -2.26 1.20
O 0.39 -1.88 3.50
O 0.80 -4.18 2.30
P 2.40 -3.90 2.15
O 2.78 -3.26 3.60
O 3.13 -5.17 1.96
O 2.42 -2.76 1.08
H -1.89 -3.09 3.68
H 1.95 -2.84 3.94
Cl 2.39 0.25 -6.41
C 2.67 -0.28 -4.81
C 1.76 -1.15 -4.18
Cl 0.82 -2.26 -5.10
C 1.77 -1.22 -2.79
Cl 0.70 -2.41 -1.98
C 2.71 -0.48 -2.05
O 2.64 -0.30 -0.75
C 3.83 0.07 -2.76
Cl 5.01 0.83 -1.81
C 3.83 0.18 -4.12
Cl 5.12 0.92 -4.95
C 4.08 -0.51 2.64
C 3.08 0.63 2.55
O 1.73 0.30 2.09
H 5.04 -0.06 3.04
H 4.34 -0.93 1.69
H 3.74 -1.28 3.35
H 3.44 1.36 1.76
H 2.90 1.20 3.51
H 1.24 -0.24 2.75
C -4.01 3.02 0.39
N -2.57 2.73 0.21
N -2.18 1.47 -0.20
C -0.84 1.32 0.00
O -0.16 0.30 -0.29
C -0.40 2.61 0.47
C -1.51 3.43 0.63
C -1.58 4.80 1.21
C -2.97 0.56 -0.94
C -2.93 -0.86 -0.67
C -3.83 -1.62 -1.42
C -4.67 -1.09 -2.41
C -4.69 0.26 -2.61
C -3.77 1.08 -1.96
H -4.49 2.06 0.53
H -4.37 3.54 -0.49
H -4.24 3.66 1.25
H 0.62 2.94 0.59
H -0.54 5.19 1.30
H -1.88 4.68 2.26
H -2.27 5.49 0.69
H -2.34 -1.37 0.06
H -3.86 -2.68 -1.18
H -5.31 -1.71 -3.04
H -5.47 0.65 -3.22
H -3.73 2.18 -2.12
*
```

Properties
frontier orbital gap: 8.1 eV
highest occupied orbital energy: -8.20 eV
LUMO: -0.113 eV

Atomic partial charges in e from the natural (NBO) method, atoms 1 to 8:
1. In 1.97
2. O -0.97
3. P 2.56
4. O -1.20
5. O -1.18
6. O -1.06
7. P 2.54
8. O -1.01

Record 9
Below is a molecular structure, C19H20ClInN4O4S4Sb, with properties calculated with wB97M-V/def2-TZVPD.

Geometry as ORCA input:
```
! wB97M-V def2-TZVPD RIJCOSX def2/J DEFGRID3
* xyz -1 1
In -12.76 -7.40 -7.44
C -15.24 -4.93 -8.65
C -15.65 -4.83 -7.19
C -14.54 -4.39 -6.25
C -14.56 -3.12 -5.71
C -13.51 -2.73 -4.86
C -12.49 -3.63 -4.57
C -12.58 -4.91 -5.11
N -13.59 -5.28 -5.92
N -14.86 -6.27 -9.12
C -15.99 -7.18 -9.22
C -16.37 -7.95 -7.96
C -17.71 -8.30 -7.75
C -18.02 -9.07 -6.64
C -17.00 -9.50 -5.83
C -15.73 -9.06 -6.09
N -15.39 -8.29 -7.15
C -14.28 -6.16 -10.48
C -13.28 -7.24 -10.83
C -12.12 -6.85 -11.53
C -11.23 -7.84 -11.89
C -11.49 -9.15 -11.52
C -12.57 -9.41 -10.73
N -13.48 -8.47 -10.38
H -16.06 -4.60 -9.30
H -14.36 -4.31 -8.77
H -16.48 -4.08 -7.09
H -16.01 -5.79 -6.87
H -15.33 -2.42 -6.04
H -13.47 -1.71 -4.47
H -11.63 -3.39 -3.96
H -11.86 -5.70 -4.86
H -16.84 -6.62 -9.68
H -15.69 -7.95 -9.92
H -18.48 -7.90 -8.43
H -19.05 -9.35 -6.43
H -17.13 -10.07 -4.91
H -14.90 -9.29 -5.44
H -15.04 -6.09 -11.27
H -13.76 -5.20 -10.58
H -11.92 -5.80 -11.72
H -10.30 -7.53 -12.38
H -10.75 -9.92 -11.72
H -12.75 -10.39 -10.33
S -8.79 -4.50 -6.14
Sb -9.38 -4.93 -8.24
S -9.05 -7.09 -9.09
S -11.40 -4.32 -9.14
S -8.26 -8.35 -7.85
O -11.17 -9.59 -3.92
Cl -12.47 -9.49 -4.48
O -13.45 -10.07 -3.59
O -12.54 -10.08 -5.82
O -12.85 -8.08 -4.67
*
```

Properties
frontier orbital gap (alpha / beta): 6.6 / 5.5 eV
highest occupied orbital energy (alpha / beta): -5.18 / -4.26 eV
LUMO (alpha / beta): 1.396 / 1.212 eV

Atomic partial charges in e from the natural (NBO) method, atoms 1 to 8:
1. In 0.71
2. C -0.22
3. C -0.44
4. C 0.23
5. C -0.26
6. C -0.15
7. C -0.25
8. C 0.08

What did we get for DFT total energy? Answer: -58880.237; -45556.032; -58019.233; -98382.081; -163228.855; -273059.224; -112452.158; -129854.196; -101748.434 eV, in the order shown.